Entry from the OMol25 dataset: a structure of composition C25H51CdN9O4P2S2 (the ωB97M-V functional and the def2-TZVPD basis).

Values from the calculation:
HOMO level = -7.05 eV
spin multiplicity = 1
orbital gap = 0.2759 hartree
relative energy (zero: lowest compared OMol25 entry of this formula, charge and spin) = 14.2 kcal/mol

Geometry as XYZ:
```
94
Properties=species:S:1:pos:R:3:forces:R:3:mulliken_charge:R:1
Cd -0.006710 -0.712407 1.288668 -0.2 0.6 -0.2 2.674
N 4.285990 -0.404018 2.180114 -0.2 0.2 0.0 -0.472
C 2.927500 -0.591140 2.303093 0.0 -0.1 0.1 0.189
S 1.922472 0.817125 1.948371 0.3 -0.4 0.0 -0.445
N 2.558238 -1.793589 2.639698 -0.2 0.1 0.0 -1.168
N 1.182378 -1.957649 2.654256 0.4 -0.1 0.0 0.578
C 0.699252 -2.932198 3.315482 -0.4 -0.1 0.1 -0.581
C -0.729056 -3.231945 3.429564 0.1 0.0 0.0 0.784
C -1.040122 -4.488503 3.978278 0.1 0.0 0.0 -0.650
C -2.333564 -4.926266 4.154753 -0.1 0.0 0.0 -0.780
C -3.376723 -4.068963 3.779495 0.1 -0.1 0.0 -0.447
C -3.110966 -2.826639 3.247713 -0.1 0.0 0.0 -0.523
C -1.793206 -2.344512 3.057117 0.2 0.2 0.0 0.402
O -1.640578 -1.128593 2.601060 -0.2 -0.3 0.0 -1.156
H 4.601292 0.548929 2.229127 0.0 0.0 0.0 0.212
H 4.856144 -1.089402 2.648337 0.0 0.0 0.0 0.254
H 1.399357 -3.589576 3.828326 0.0 -0.1 0.1 0.328
H -0.214312 -5.133148 4.268166 0.0 0.0 0.0 0.346
H -2.539758 -5.903944 4.576824 0.0 0.1 0.0 0.408
H -4.406359 -4.383088 3.918151 0.0 0.0 0.0 0.386
H -3.918284 -2.157078 2.966372 0.1 0.0 0.0 0.418
C -2.956488 0.158581 -0.468635 0.0 -0.1 -0.2 -0.532
N -2.448596 -0.804886 -1.466024 -0.2 -0.1 0.3 0.631
C -3.238856 -2.029148 -1.570201 0.0 0.1 0.1 -1.031
P -0.895419 -0.651227 -1.917344 0.2 0.1 0.2 -1.291
O 0.028233 -0.019285 -0.928290 -0.3 -0.3 0.0 0.522
O -0.394622 -2.175475 -2.251339 -0.1 0.0 0.2 -0.543
P -0.093671 -3.218995 -1.045616 -0.2 0.1 0.0 -1.210
O -0.711745 -2.747230 0.221393 0.2 0.0 -0.2 0.416
N -0.738947 -4.645800 -1.498058 0.1 -0.3 0.1 0.577
C -1.596608 -5.403485 -0.581459 0.0 0.0 -0.1 -0.841
C -0.193340 -5.392376 -2.628958 -0.2 0.1 0.1 -1.165
N 1.535591 -3.378531 -1.124881 0.3 0.2 0.3 0.422
C 2.410083 -2.216607 -1.359212 0.0 -0.3 0.0 -0.628
C 2.081644 -4.311421 -0.114310 0.0 0.0 -0.2 -0.884
N -0.834832 0.116127 -3.346584 0.1 0.1 -0.3 0.406
C 0.421866 0.726684 -3.778611 0.0 0.0 0.0 -0.706
C -1.731083 -0.289752 -4.423322 0.1 0.1 0.0 -1.056
H -3.992578 0.404517 -0.706941 0.0 0.0 0.0 0.377
H -2.380525 1.084445 -0.492953 0.0 -0.1 -0.1 -0.077
H -2.916134 -0.271517 0.536811 0.0 -0.1 0.0 0.083
H -4.218733 -1.794132 -1.990009 0.0 0.0 0.0 0.397
H -3.376278 -2.476304 -0.582882 0.0 0.0 0.0 0.288
H -2.755802 -2.758828 -2.215653 0.0 0.0 0.0 0.374
H -1.832759 -4.804398 0.296695 0.0 0.0 -0.1 0.149
H -1.094643 -6.320569 -0.254897 0.0 0.0 0.0 0.338
H -2.529822 -5.682984 -1.078684 0.0 0.0 0.0 0.271
H 0.453225 -4.757691 -3.230880 0.0 0.0 0.0 0.309
H -1.006038 -5.756603 -3.259728 0.0 0.0 0.0 0.362
H 0.389595 -6.252741 -2.286185 0.0 0.0 0.0 0.326
H 1.938219 -1.506051 -2.028354 0.0 0.0 0.0 0.129
H 3.334286 -2.563482 -1.823210 0.0 0.0 0.0 0.457
H 2.664986 -1.706227 -0.428513 0.0 0.0 0.1 0.034
H 1.312753 -5.012111 0.222847 0.0 0.1 -0.1 0.283
H 2.454415 -3.767761 0.756661 0.0 0.0 0.0 0.214
H 2.899856 -4.888307 -0.550639 0.0 0.1 0.0 0.308
H 1.027928 0.978993 -2.910136 -0.1 -0.1 -0.1 -0.161
H 0.205097 1.647871 -4.321724 0.0 0.0 0.0 0.424
H 0.989110 0.056041 -4.435662 0.0 0.0 0.0 0.308
H -2.681816 -0.631942 -4.016133 0.0 0.0 0.0 0.273
H -1.295372 -1.089285 -5.032924 0.0 0.0 0.0 0.300
H -1.925918 0.568399 -5.067732 0.0 0.0 0.0 0.360
C 2.895668 5.639862 -1.744586 -0.1 0.0 0.0 -0.915
C 3.636436 4.420568 -2.291994 0.0 0.1 0.1 -0.573
C 3.571440 3.195910 -1.378824 -0.1 0.1 0.0 -1.022
C 2.154786 2.659878 -1.167358 0.0 0.3 0.3 0.044
N 1.523198 3.299150 -0.010629 -0.2 -0.2 -0.4 -0.010
C 0.176258 3.403547 0.149893 0.1 0.0 0.0 0.197
S -0.930903 3.304465 -1.122671 0.2 0.2 0.2 -0.464
N -0.180312 3.658551 1.428887 -0.3 -0.1 -0.1 0.095
C -1.540813 3.806795 1.939424 0.3 0.1 0.0 -0.514
C -1.647484 4.975429 2.915568 0.0 0.1 -0.1 -0.932
C -1.853883 6.332844 2.241700 0.1 0.0 -0.1 -0.442
C -0.693166 6.784808 1.351854 0.0 0.0 0.0 -0.914
H 2.929414 6.467880 -2.456501 0.0 0.0 0.0 0.397
H 3.345836 5.981584 -0.806896 -0.1 0.0 -0.1 0.272
H 1.844339 5.411054 -1.547424 0.1 0.0 0.0 0.095
H 4.685855 4.677419 -2.461583 0.0 0.0 0.0 0.418
H 3.217444 4.153754 -3.268498 0.0 0.0 0.0 0.283
H 4.012358 3.443573 -0.403589 0.0 -0.1 -0.1 0.341
H 4.185281 2.397188 -1.803341 0.0 0.0 0.0 0.373
H 2.170412 1.579472 -1.012698 0.0 -0.1 0.1 -0.538
H 1.529703 2.869666 -2.030501 -0.1 0.1 -0.1 0.442
H 2.045338 3.149400 0.842364 0.0 0.0 0.0 0.379
H 0.536388 3.549484 2.130849 0.0 0.0 0.0 0.266
H -1.846162 2.879568 2.424757 0.0 -0.1 0.0 0.199
H -2.187388 3.962902 1.083871 -0.1 0.0 -0.2 0.448
H -0.743906 5.008239 3.537394 -0.1 0.0 0.0 0.306
H -2.483205 4.782481 3.592620 0.0 0.0 0.0 0.387
H -2.023608 7.079779 3.022019 0.0 0.0 0.0 0.341
H -2.769330 6.288947 1.641804 0.0 0.0 0.0 0.278
H 0.244774 6.817192 1.917953 -0.1 0.0 -0.1 0.269
H -0.879609 7.786775 0.955072 0.0 -0.1 0.0 0.390
H -0.554407 6.111936 0.500375 0.0 0.1 0.1 0.133
```
Positions in Å, forces in eV/Å.

---

Entry from the OMol25 dataset: a structure of composition C11H14Cl3N4O5RuSe (the ωB97M-V functional and the def2-TZVPD basis).

Values from the calculation:
<S²> = 6.026
HOMO level (alpha / beta) = -11.96 / -12.37 eV
spin multiplicity = 5
orbital gap (alpha / beta) = 0.3513 / 0.2427 hartree
charge = +1
relative energy (zero: lowest compared OMol25 entry of this formula, charge and spin) = 0.0 kcal/mol

Geometry as XYZ:
```
39
Properties=species:S:1:pos:R:3:forces:R:3:lowdin_spin:R:1
Ru -0.344840 0.146840 0.255399 0.1 -0.2 0.3 2.378
N -2.130111 1.150425 1.091073 0.0 0.1 -0.1 0.055
C -2.149208 2.485126 0.444901 0.0 0.0 0.0 0.002
C -0.720608 2.995139 0.311751 0.1 -0.1 -0.1 0.025
O -0.411055 4.158624 0.336979 -0.1 0.0 0.0 0.070
N 0.182872 1.960417 0.123594 -0.1 0.1 0.1 0.140
C 1.605626 2.246871 0.049426 -0.1 0.0 -0.1 0.019
C 2.362324 0.979682 0.406480 0.1 -0.3 0.2 0.015
O 3.548466 0.903842 0.531896 0.0 0.1 -0.1 0.020
O 1.561688 -0.096490 0.585958 -0.1 0.2 -0.3 0.169
H -2.983211 0.634993 0.899791 0.0 0.0 0.0 0.005
H -2.054015 1.258849 2.098260 -0.1 -0.1 0.0 0.004
H -2.745356 3.216044 0.987708 0.0 0.0 0.0 0.002
H -2.563819 2.368262 -0.556996 0.0 0.0 0.0 0.000
H 1.886236 3.065600 0.712117 0.0 0.0 0.0 0.002
H 1.890610 2.536541 -0.965186 0.0 0.0 0.0 0.006
Cl -4.299776 -2.560418 -0.731835 0.0 0.0 0.0 0.002
C -2.664413 -2.839118 -1.353636 0.0 0.0 0.0 0.002
Cl -2.083592 -4.415960 -0.797889 -0.1 0.0 -0.1 0.003
Cl -2.632542 -2.777701 -3.108520 0.0 0.0 0.0 0.002
C -1.785579 -1.703316 -0.800456 0.1 0.4 -0.1 0.024
O -1.975018 -0.537095 -1.218744 -0.1 -0.5 0.0 0.091
O -0.908934 -1.955946 0.074545 -0.1 0.1 0.1 0.027
C 0.047896 -4.582636 2.075975 0.1 0.0 -0.1 0.003
N 0.752373 -4.998412 0.861712 0.1 -0.1 0.1 0.048
C 0.471796 -6.113451 0.135420 0.1 0.0 0.0 0.052
C 1.338930 -6.140554 -0.916282 0.0 0.0 0.0 0.054
N 2.129466 -5.037868 -0.811972 0.0 0.0 0.0 0.046
C 3.198373 -4.670799 -1.741865 0.0 0.0 0.0 0.003
C 1.777452 -4.330412 0.285461 -0.1 0.1 0.0 0.033
Se 2.524888 -2.739138 0.870163 0.0 -0.1 0.0 0.689
H -0.702778 -5.335159 2.295974 0.0 0.0 0.0 0.000
H -0.428083 -3.622742 1.890896 0.0 0.0 0.0 0.001
H 0.757621 -4.512913 2.896625 0.0 0.0 0.0 0.002
H -0.309596 -6.799557 0.409577 0.0 0.0 0.0 0.003
H 1.448434 -6.855156 -1.712158 0.0 0.0 0.0 0.003
H 3.268102 -5.449897 -2.494533 0.0 0.0 0.0 0.000
H 4.139121 -4.589426 -1.204666 0.0 0.0 0.0 0.002
H 2.961260 -3.719092 -2.210240 0.0 0.0 0.0 0.001
```
Positions in Å, forces in eV/Å.

---

Entry from the OMol25 dataset: a structure of composition C41H37OSn at a distorted geometry (the ωB97M-V functional and the def2-TZVPD basis).

Values from the calculation:
HOMO level = -1.92 eV
spin multiplicity = 1
orbital gap = 0.1475 hartree
charge = -1

Geometry as XYZ:
```
80
Properties=species:S:1:pos:R:3:forces:R:3:mulliken_charge:R:1
C 4.676521 6.082994 -2.775012 -0.1 -0.4 0.1 -0.458
C 5.618241 5.066879 -2.989796 -0.2 -0.1 0.1 -0.480
C 5.357781 3.757626 -2.550256 0.0 0.7 -0.2 -0.365
C 4.158441 3.477462 -1.893520 -0.2 -0.8 0.4 0.218
Sn 3.698802 1.465907 -1.180496 0.0 -0.3 -0.8 0.871
C 2.031488 0.689479 -2.326584 0.8 0.4 0.4 0.196
C 1.376528 1.489360 -3.262316 -0.6 -0.4 -0.1 -0.449
C 0.188681 1.023267 -3.848956 0.2 -0.1 0.0 -0.547
C -0.320704 -0.236726 -3.508600 0.3 0.1 0.1 -0.539
C 0.359729 -1.038744 -2.583001 0.3 0.1 -0.1 -0.640
C 1.554721 -0.580337 -2.006631 -0.8 -0.1 -0.3 -0.065
C 5.434269 0.250552 -1.709155 -0.7 0.6 0.3 0.118
C 5.295699 -0.808478 -2.605964 0.7 -0.4 -0.1 -0.322
C 6.416240 -1.590292 -2.936542 -0.1 0.2 0.2 -0.487
C 7.667848 -1.303171 -2.374467 -0.3 0.2 0.1 -0.457
C 7.795945 -0.233254 -1.478526 -0.2 0.1 0.0 -0.539
C 6.674994 0.546240 -1.143217 0.6 -0.6 -0.3 -0.410
C 3.180663 1.348148 0.943488 0.7 0.2 -1.0 -1.150
C 1.832994 0.755591 1.151494 -0.9 0.4 0.1 0.039
C 0.675925 1.402595 0.906769 0.9 -0.6 0.5 -0.904
C 3.216827 4.481681 -1.667739 0.3 0.7 -0.3 -0.310
C 3.476962 5.789159 -2.113179 0.0 -0.2 0.0 -0.593
H 4.878354 7.100664 -3.119444 -0.1 -0.3 0.1 0.340
H 6.560618 5.288522 -3.497580 -0.3 0.0 0.1 0.351
H 6.102605 2.976564 -2.725173 -0.3 0.2 0.1 0.318
H 1.766820 2.474579 -3.531917 -0.1 -0.3 0.1 0.362
H -0.335876 1.652267 -4.572856 0.1 -0.2 0.2 0.365
H -1.243975 -0.598131 -3.967879 0.3 0.2 0.2 0.365
H -0.025047 -2.023332 -2.304726 0.0 0.3 -0.1 0.350
H 2.076422 -1.219555 -1.288664 -0.2 0.2 -0.1 0.407
H 4.325649 -1.043576 -3.052646 0.3 0.1 0.2 0.312
H 6.304162 -2.426632 -3.631256 0.1 0.3 0.2 0.358
H 8.538216 -1.913330 -2.630654 -0.3 0.2 0.1 0.347
H 8.766850 -0.001587 -1.032966 -0.3 -0.1 -0.2 0.348
H 6.792160 1.374200 -0.438298 0.0 -0.2 -0.2 0.396
H 3.996437 0.738418 1.354451 -0.3 0.4 0.2 0.436
H 3.256596 2.403955 1.244108 0.0 -0.5 0.3 0.454
H 1.821260 -0.264511 1.553726 -0.2 0.4 0.1 0.431
H -0.269784 1.045633 1.311770 0.1 -0.1 -0.5 0.473
H 0.670853 2.339199 0.347994 0.0 0.1 0.3 0.075
H 2.279481 4.268970 -1.145546 0.3 0.1 -0.2 0.360
H 2.738589 6.575060 -1.936131 0.2 -0.2 -0.1 0.374
C -6.186999 4.708070 1.514955 -0.1 0.2 0.0 -1.346
C -5.324583 3.491703 1.398051 -0.1 -0.3 0.3 1.018
C -4.271323 3.474952 0.473520 0.0 -0.4 0.3 -0.442
C -3.427727 2.387263 0.397023 -0.3 0.1 0.2 -1.059
C -3.604472 1.229257 1.224797 0.1 -0.1 0.0 0.676
C -2.612129 0.220962 1.122444 0.0 -0.2 0.0 -1.283
C -2.494614 -1.036327 1.778180 0.0 0.5 -0.4 0.988
C -3.228619 -1.452038 2.925816 -0.1 -0.2 -0.1 -0.928
C -3.210835 -2.776919 3.346874 0.8 -0.3 -0.3 -0.296
C -2.322670 -3.676301 2.742644 -0.3 0.4 0.0 0.371
O -2.189666 -5.004084 3.149297 -0.4 -1.6 0.6 -0.493
C -3.228159 -5.923145 2.972079 0.7 1.1 -0.4 0.475
C -2.954706 -7.050418 2.184615 -0.4 0.3 0.0 -0.495
C -4.019857 -7.847960 1.767802 0.1 0.0 0.4 -0.278
C -5.319064 -7.571171 2.207609 0.0 0.0 0.0 -0.471
C -5.547284 -6.520884 3.098787 0.3 -0.1 0.1 -0.468
C -4.495350 -5.696497 3.506633 -0.1 -0.3 -0.2 -0.294
C -1.435842 -3.248721 1.742522 -0.6 0.0 0.3 -0.272
C -1.553152 -1.972453 1.244789 0.1 0.0 0.2 -0.664
C -4.771112 1.209564 2.052655 0.2 0.2 -0.1 -0.693
C -5.553966 2.351083 2.182908 0.1 0.4 -0.6 -0.796
H -6.914600 4.585173 2.321774 0.0 0.1 -0.1 0.341
H -5.589391 5.601081 1.725729 -0.1 0.0 0.0 0.288
H -6.725129 4.897099 0.579633 -0.1 0.1 0.1 0.276
H -4.116146 4.348403 -0.163338 0.0 -0.2 0.1 0.318
H -2.592380 2.397184 -0.302448 -0.1 0.0 0.1 0.351
H -1.875801 0.403303 0.338268 -0.2 -0.2 0.1 0.310
H -3.804514 -0.730390 3.499686 0.1 -0.2 -0.3 0.415
H -3.857432 -3.110893 4.157896 0.3 0.2 -0.1 0.313
H -1.926053 -7.246319 1.877963 -0.3 0.2 0.0 0.403
H -3.824639 -8.697715 1.111915 -0.1 0.2 0.2 0.328
H -6.152780 -8.188508 1.867094 0.2 0.2 0.1 0.340
H -6.543268 -6.331391 3.497537 0.2 -0.1 -0.2 0.348
H -4.647276 -4.884002 4.215177 0.0 -0.3 -0.4 0.322
H -0.694565 -3.947397 1.359899 -0.2 0.1 0.0 0.408
H -0.913066 -1.657675 0.416600 -0.2 0.0 0.2 0.365
H -5.065202 0.301155 2.572593 0.2 0.3 0.0 0.437
H -6.374629 2.381615 2.905894 0.1 -0.2 -0.3 0.238
```
Positions in Å, forces in eV/Å.

---

Entry from the OMol25 dataset: an isolated molecule of C4H5NO (the ωB97M-V functional and the def2-TZVPD basis).

Values from the calculation:
HOMO level = -8.17 eV
spin multiplicity = 1
orbital gap = 0.3234 hartree
relative energy (zero: lowest compared OMol25 entry of this formula, charge and spin) = 70.8 kcal/mol

Geometry as XYZ:
```
11
Properties=species:S:1:pos:R:3:forces:R:3:nbo_charge:R:1
C 0.206091 -0.662167 0.793181 0.0 -0.1 0.0 -0.552
C 0.849875 0.679606 1.141008 0.2 0.3 -0.4 0.445
O 1.306212 1.416087 0.296465 -0.3 -0.5 0.6 -0.510
C -0.280838 0.114114 -2.453407 -0.3 0.0 0.6 -0.015
N -0.733974 -0.094151 -1.328903 0.3 0.0 -0.4 -0.295
C -0.962214 -0.475009 -0.138212 0.0 0.0 -0.2 -0.047
H 0.957907 -1.278181 0.284508 0.0 0.1 0.1 0.247
H -0.109612 -1.195288 1.690855 0.0 0.1 0.0 0.224
H 0.877426 0.964709 2.218942 0.0 -0.1 -0.3 0.113
H -0.126927 1.174023 -2.689162 -0.1 -0.1 0.0 0.181
H -1.983945 -0.643743 0.184726 0.1 0.1 -0.1 0.207
```
Positions in Å, forces in eV/Å.